Entry 1:
Computed, not measured: C19H31Cl2CoF5N2O17S4 as an isolated structure at a distorted geometry, with ωB97M-V with the def2-TZVPD basis set.

Calculated values
Frontier orbital gap (spin up / spin down) ... 7.8525 / 6.8739 eV

The geometry in ORCA input format:
```
! wB97M-V def2-TZVPD RIJCOSX def2/J DEFGRID3
* xyz 0 4
Co -18.114 -14.599 17.928
N -18.517 -16.381 18.607
S -17.648 -17.620 18.985
O -17.332 -18.471 17.890
O -17.677 -18.181 20.298
F -16.320 -16.686 19.190
S -19.968 -17.263 18.708
O -20.376 -17.856 19.945
O -20.263 -17.970 17.506
F -20.803 -15.927 18.558
N -16.755 -13.149 18.114
S -16.289 -11.987 17.134
O -15.480 -12.379 16.012
O -16.218 -10.648 17.608
F -17.736 -11.938 16.399
S -15.604 -12.822 19.312
O -15.918 -11.670 20.083
O -14.226 -13.137 19.018
F -16.030 -14.041 20.243
C -13.071 -13.406 14.974
Cl -11.463 -14.154 14.842
Cl -13.569 -12.682 13.391
H -13.793 -14.126 15.341
H -12.980 -12.628 15.723
C -12.135 -16.729 20.044
C -11.622 -15.374 20.475
O -10.522 -14.843 19.695
C -9.368 -15.505 19.671
O -9.127 -16.534 20.249
O -8.510 -14.848 18.900
C -7.172 -15.294 18.824
H -11.432 -17.557 20.094
H -12.614 -16.749 19.065
H -12.923 -16.974 20.763
H -11.275 -15.542 21.495
H -12.398 -14.627 20.342
H -7.102 -16.221 18.247
H -6.764 -15.671 19.766
H -6.564 -14.495 18.416
C -12.867 -16.945 16.061
C -14.231 -16.538 16.656
O -15.165 -16.951 15.670
C -16.414 -16.573 15.781
O -16.795 -15.536 16.339
O -17.173 -17.388 15.097
C -18.535 -17.095 14.917
H -12.733 -17.983 15.755
H -11.969 -16.707 16.633
H -12.629 -16.431 15.126
H -14.338 -15.481 16.906
H -14.391 -17.043 17.611
H -19.027 -17.931 14.427
H -18.740 -16.221 14.296
H -18.977 -16.950 15.898
C -23.328 -13.587 15.444
C -21.966 -14.217 15.752
O -21.008 -13.681 14.834
C -19.731 -13.841 15.131
O -19.297 -14.363 16.147
O -19.088 -13.531 14.023
C -17.664 -13.631 13.873
H -23.381 -13.366 14.376
H -23.450 -12.630 15.957
H -24.246 -14.129 15.662
H -22.138 -15.250 15.435
H -21.701 -14.197 16.804
H -17.385 -13.147 12.940
H -17.244 -14.631 13.926
H -17.217 -12.970 14.611
F -18.380 -8.943 15.309
C -17.271 -9.329 14.644
C -17.389 -9.994 13.442
C -16.249 -10.262 12.692
C -14.984 -9.943 13.146
C -14.893 -9.184 14.292
C -16.024 -8.877 15.029
H -18.386 -10.247 13.103
H -16.419 -10.654 11.696
H -14.192 -10.287 12.499
H -13.899 -8.925 14.636
H -15.962 -8.225 15.891
*
```

---

Entry 2:
Computed, not measured: an isolated molecule of C19H31N3O4S, with ωB97M-V with the def2-TZVPD basis set.

Calculated values
SMILES ... CCOc1cc(N2CCOCC2)c(OCC)cc1NC(=S)NCCCOC
Frontier orbital gap ... 8.3095 eV
Energy above the lowest of the compared OMol25 structures with the same formula, charge and spin ... 214.6 kJ/mol

The geometry in ORCA input format:
```
! wB97M-V def2-TZVPD RIJCOSX def2/J DEFGRID3
* xyz 0 1
C -1.886 -4.393 -0.259
C -1.946 -3.473 0.958
O -0.718 -2.809 1.192
C -0.250 -1.837 0.356
C 1.114 -1.581 0.522
C 1.805 -0.591 -0.159
N 3.177 -0.411 -0.010
C 3.960 -1.448 0.629
C 5.420 -1.286 0.191
O 5.926 -0.014 0.514
C 5.153 0.991 -0.101
C 3.688 0.904 0.328
C 1.080 0.187 -1.096
O 1.783 1.129 -1.802
C 1.096 2.039 -2.635
C 0.343 3.111 -1.850
C -0.263 -0.068 -1.270
C -0.955 -1.053 -0.556
N -2.349 -1.155 -0.791
C -3.247 -0.154 -0.609
S -4.835 -0.430 -0.994
N -2.779 1.017 -0.141
C -3.620 2.064 0.381
C -3.352 2.294 1.869
C -1.939 2.809 2.139
O -0.998 1.795 1.836
C 0.330 2.156 2.105
H -2.861 -4.840 -0.432
H -1.159 -5.185 -0.091
H -1.582 -3.845 -1.149
H -2.773 -2.761 0.878
H -2.096 -4.068 1.863
H 1.615 -2.189 1.256
H 3.602 -2.425 0.306
H 3.907 -1.382 1.728
H 6.056 -2.009 0.705
H 5.486 -1.448 -0.896
H 5.590 1.944 0.204
H 5.212 0.892 -1.195
H 3.111 1.666 -0.188
H 3.625 1.071 1.417
H 1.887 2.504 -3.230
H 0.420 1.512 -3.318
H -0.140 3.797 -2.541
H -0.413 2.664 -1.210
H 1.038 3.671 -1.228
H -0.840 0.489 -1.991
H -2.734 -1.996 -1.196
H -1.840 1.008 0.248
H -3.428 2.989 -0.177
H -4.661 1.770 0.219
H -4.066 3.023 2.252
H -3.490 1.355 2.407
H -1.734 3.701 1.525
H -1.842 3.096 3.197
H 0.942 1.302 1.820
H 0.629 3.035 1.520
H 0.473 2.378 3.169
*
```

---

Entry 3:
Computed, not measured: an isolated molecule of C19H31N5O2S at a distorted geometry, with ωB97M-V with the def2-TZVPD basis set.

Calculated values
SMILES ... CC(C)c1nnc(NC(=O)CCC(=O)N2CCN(C3CCCCC3)CC2)s1
Frontier orbital gap ... 9.1899 eV
Energy above the lowest of the compared OMol25 structures with the same formula, charge and spin ... 0.0 kJ/mol

The geometry in ORCA input format:
```
! wB97M-V def2-TZVPD RIJCOSX def2/J DEFGRID3
* xyz 0 1
C 5.477 2.592 -2.618
C 5.410 2.533 -1.095
C 6.791 2.254 -0.493
C 4.459 1.476 -0.652
N 3.955 0.573 -1.410
N 3.151 -0.284 -0.789
C 3.030 -0.042 0.472
N 2.266 -0.786 1.320
C 2.105 -0.464 2.634
O 2.649 0.494 3.142
C 1.184 -1.403 3.387
C -0.286 -1.209 2.989
C -0.636 -1.934 1.695
O 0.212 -2.546 1.054
N -1.920 -1.910 1.308
C -3.000 -1.149 1.889
C -3.471 -0.085 0.889
N -3.909 -0.746 -0.321
C -4.712 0.078 -1.214
C -5.559 -0.797 -2.142
C -6.534 0.070 -2.933
C -5.775 1.111 -3.752
C -4.901 1.972 -2.846
C -3.932 1.103 -2.049
C -2.790 -1.448 -0.920
C -2.309 -2.525 0.053
S 3.942 1.345 1.030
H 6.167 3.372 -2.932
H 5.814 1.637 -3.011
H 4.495 2.800 -3.033
H 5.052 3.494 -0.707
H 6.737 2.226 0.593
H 7.490 3.033 -0.787
H 7.166 1.297 -0.849
H 1.739 -1.579 0.939
H 1.478 -2.435 3.184
H 1.303 -1.195 4.450
H -0.919 -1.605 3.786
H -0.497 -0.142 2.881
H -3.833 -1.833 2.087
H -2.700 -0.678 2.822
H -2.642 0.623 0.709
H -4.309 0.466 1.321
H -5.404 0.627 -0.563
H -6.099 -1.534 -1.545
H -4.917 -1.334 -2.842
H -7.134 -0.558 -3.594
H -7.214 0.576 -2.244
H -6.480 1.742 -4.296
H -5.144 0.604 -4.486
H -4.342 2.694 -3.445
H -5.536 2.532 -2.155
H -3.264 0.582 -2.739
H -3.323 1.732 -1.396
H -1.945 -0.774 -1.143
H -3.112 -1.924 -1.845
H -3.122 -3.231 0.246
H -1.446 -3.054 -0.350
*
```

---

Entry 4:
Computed, not measured: C19H31NO as an isolated structure at a distorted geometry, with ωB97M-V with the def2-TZVPD basis set.

Calculated values
Frontier orbital gap ... 8.1876 eV
Energy above the lowest of the compared OMol25 structures with the same formula, charge and spin ... 1708.5 kJ/mol

The geometry in ORCA input format:
```
! wB97M-V def2-TZVPD RIJCOSX def2/J DEFGRID3
* xyz 0 1
C -5.585 -2.499 0.767
H -5.316 -3.039 -0.265
O -5.436 -1.015 0.480
C -4.384 -0.575 0.017
C -3.255 -1.418 -0.421
C -2.222 -0.644 -0.680
C -2.267 0.693 -0.726
C -3.369 1.528 -0.707
C -4.515 0.867 -0.216
H -5.331 1.326 0.110
H -3.445 2.779 -0.694
C -1.068 1.646 -1.490
H -0.208 0.646 -1.858
H -1.232 2.282 -2.185
C -0.301 2.413 -0.454
H -1.091 3.081 0.234
H 0.503 2.871 -0.778
C 0.351 1.591 0.897
N 1.182 0.588 0.220
H 1.094 -0.199 1.106
C 2.354 0.691 -0.372
C 2.559 -0.305 -1.164
H 3.611 -0.066 -1.768
C 2.623 -1.797 -0.655
H 1.718 -1.905 -0.617
C 3.880 -2.216 0.141
H 3.560 -2.090 1.156
H 3.854 -3.170 0.155
C 5.115 -1.764 -0.112
H 5.274 -1.556 -1.222
C 5.674 -0.394 0.517
C 4.903 0.792 0.185
H 5.006 1.106 -0.729
H 5.477 1.465 0.815
C 3.450 0.790 0.810
H 3.381 0.298 1.613
H 3.331 1.827 1.118
H 5.599 -0.716 1.901
H 6.702 -0.302 0.352
H 5.803 -2.395 0.067
H 2.863 -2.556 -1.556
H 1.749 -0.250 -1.832
H 2.260 1.595 -0.813
C -0.664 1.058 1.905
H -1.294 2.110 2.165
H 0.065 0.695 2.714
H -1.217 0.354 1.512
H 1.225 2.198 1.344
H -1.240 -1.016 -1.066
H -3.358 -2.246 -0.108
H -4.875 -2.786 1.374
H -6.614 -2.679 0.995
*
```